Below is a molecular structure, C4H6N2O2, with properties calculated with wB97M-V/def2-TZVPD.

Output
Orbital gap (eV): 9.32
LUMO energy (eV): 0.10
E_tot (hartree): -415.87876
ΔE to the lowest compared entry with this formula, charge and spin (kcal/mol): 101.6

The geometry in ORCA input format:
```
! wB97M-V def2-TZVPD RIJCOSX def2/J DEFGRID3
* xyz 0 1
C -0.3369 -0.2048 -0.5712
C 1.8468 -1.1516 -0.1508
C -0.3779 1.1084 0.0774
C 0.7671 1.8284 0.0079
H -1.8838 -0.7339 1.3953
H -3.0713 -1.5205 0.1810
H 2.6544 -1.6857 -0.6527
H -1.3247 1.5824 0.4203
H 1.6835 1.3323 -0.5790
H 0.8914 2.9445 0.1383
N -2.3721 -0.6637 0.2159
N -1.2240 -1.1271 -0.4415
O 0.9707 -0.6112 -1.0533
O 1.7768 -1.0975 1.0122
*
```

---

Below is a single C4H6N2O2 molecule, with properties calculated with wB97M-V/def2-TZVPD.

Output
Orbital gap (spin up / spin down) (eV): 7.95 / 7.95
LUMO energy (spin up / spin down) (eV): 0.11 / 0.11
E_tot (hartree): -415.90920
ΔE to the lowest compared entry with this formula, charge and spin (kcal/mol): 82.5
Structure (SMILES): C=N/C(O)=C\C(N)=O

The geometry in ORCA input format:
```
! wB97M-V def2-TZVPD RIJCOSX def2/J DEFGRID3
* xyz 0 1
C 0.0643 -0.3911 0.2236
C 1.5016 1.2758 -0.2501
N 0.2908 1.5742 0.6351
C 1.3538 -0.1061 -0.3418
C -1.7420 -1.2999 -0.9264
O -0.0061 -1.2107 1.2919
N -1.0834 -0.2713 -0.5773
O 2.2670 2.1427 -0.6157
H -0.9256 -1.4315 1.5045
H 0.5673 1.6958 1.6053
H -0.2636 2.3717 0.3264
H 2.0599 -0.8553 -0.6601
H -2.5912 -1.1708 -1.5907
H -1.4929 -2.3233 -0.6247
*
```

---

Below is a single C4H6N2O2 molecule, with properties calculated with wB97M-V/def2-TZVPD.

Output
Orbital gap (eV): 9.73
LUMO energy (eV): 0.77
E_tot (hartree): -415.92884
ΔE to the lowest compared entry with this formula, charge and spin (kcal/mol): 70.1
Structure (SMILES): C=C(/C=N\N)OC=O

The geometry in ORCA input format:
```
! wB97M-V def2-TZVPD RIJCOSX def2/J DEFGRID3
* xyz 0 1
C 1.1796 -0.4166 0.2732
C -0.2138 -0.7800 0.0863
C -0.6791 -1.3771 -1.0228
C -1.5393 0.3890 1.4805
H 2.0965 2.2500 -0.9482
H 0.4497 1.6432 -0.9613
H 1.6783 -1.1267 1.0025
H -0.1058 -1.6288 -1.9311
H -1.6606 -1.8495 -0.9598
H -2.3581 0.3286 2.2260
N 1.4644 1.4576 -1.1059
N 1.9652 0.5128 -0.2267
O -1.0277 -0.8237 1.2158
O -1.2493 1.4212 0.8716
*
```

---

Below is a single C4H6N2O2 molecule, with properties calculated with wB97M-V/def2-TZVPD.

Output
Orbital gap (eV): 7.64
LUMO energy (eV): 0.41
E_tot (hartree): -415.86618
ΔE to the lowest compared entry with this formula, charge and spin (kcal/mol): 109.5
Structure (SMILES): Nc1c(O)c[nH]c1O

The geometry in ORCA input format:
```
! wB97M-V def2-TZVPD RIJCOSX def2/J DEFGRID3
* xyz 0 1
C 0.0103 0.4986 0.1229
C 1.0448 -0.2701 0.0874
C 0.8233 -1.6354 0.1567
C -1.0413 -0.4545 0.1596
H 0.0718 2.6211 1.0498
H -0.9327 2.4628 -0.5578
H 2.7272 1.0274 -0.1376
H 1.7324 -2.4442 -0.1108
H -1.2161 -2.4908 0.0188
H -2.4422 0.7123 -0.4320
N -0.1830 1.8767 0.0817
N -0.6370 -1.7244 0.0663
O 2.4115 0.0140 -0.2761
O -2.3689 -0.1936 -0.2288
*
```

---

Below is a single C4H6N2O2 molecule, with properties calculated with wB97M-V/def2-TZVPD.

Output
Orbital gap (eV): 10.13
LUMO energy (eV): 0.70
E_tot (hartree): -415.90906
ΔE to the lowest compared entry with this formula, charge and spin (kcal/mol): 82.6
Structure (SMILES): CC1OC=NN=CO1

The geometry in ORCA input format:
```
! wB97M-V def2-TZVPD RIJCOSX def2/J DEFGRID3
* xyz 0 1
C 1.4169 -0.0398 0.8856
C 0.7760 -0.2102 -0.5613
C -0.8556 1.4570 -0.4137
C -1.3443 -1.3354 -0.2115
H 1.8151 -0.9414 1.3169
H 0.6762 0.4218 1.6209
H 2.2562 0.6442 0.5397
H 1.5933 -0.5018 -1.2744
H -0.7673 2.6141 -0.3326
H -1.8394 -2.3747 -0.2166
N -1.8224 0.9488 0.2447
N -2.0937 -0.3645 0.2060
O 0.2712 0.9728 -1.0214
O -0.0821 -1.2906 -0.7824
*
```

---

Below is a single C4H6N2O2 molecule, with properties calculated with wB97M-V/def2-TZVPD.

Output
Orbital gap (spin up / spin down) (eV): 6.45 / 6.93
⟨S²⟩: 2.01
LUMO energy (spin up / spin down) (eV): 0.63 / -2.70
E_tot (hartree): -415.78236
ΔE to the lowest compared entry with this formula, charge and spin (kcal/mol): 64.5

The geometry in ORCA input format:
```
! wB97M-V def2-TZVPD RIJCOSX def2/J DEFGRID3
* xyz 0 3
C -0.8504 -0.2479 -0.0918
C -2.1436 0.4439 0.0464
C 0.9744 -1.2356 -0.4695
C 0.7727 -0.0988 0.7169
N -0.3620 -1.1511 -0.8862
N 1.4638 1.0977 0.6445
O -2.5966 0.9286 -1.0590
O -2.6978 0.5378 1.1149
H 1.7858 -1.1328 -1.2782
H 1.0581 -2.1657 -0.0720
H 0.9302 -0.5897 1.7523
H -2.0616 0.5877 -1.7168
H 1.9407 1.5583 -0.1712
H 1.7863 1.4677 1.4699
*
```

---

Below is a single C4H6N2O3 molecule, with properties calculated with wB97M-V/def2-TZVPD.

Output
Orbital gap (eV): 10.77
LUMO energy (eV): 0.79
E_tot (hartree): -491.23142
ΔE to the lowest compared entry with this formula, charge and spin (kcal/mol): 43.6
Structure (SMILES): O=c1ocnn1CCO

The geometry in ORCA input format:
```
! wB97M-V def2-TZVPD RIJCOSX def2/J DEFGRID3
* xyz 0 1
C -0.6087 -1.5637 0.5168
C 0.6505 -1.0275 -0.0428
C 0.0289 2.3263 0.0587
C 0.1834 0.8522 -1.5373
H -0.4745 -0.2455 1.9712
H -0.5510 -2.6884 0.6645
H -1.4678 -1.2282 -0.0831
H 1.4363 -1.2448 0.6899
H 0.8849 -1.5645 -1.0026
H -0.2031 3.3571 0.4205
N 0.6517 0.3595 -0.3714
N 0.3721 1.2780 0.6747
O -0.8750 -1.1175 1.9019
O -0.0831 2.1832 -1.2538
O 0.0554 0.3237 -2.6073
*
```

---

Below is a single C4H6N2O3 molecule, with properties calculated with wB97M-V/def2-TZVPD.

Output
Orbital gap (eV): 10.83
LUMO energy (eV): 0.64
E_tot (hartree): -491.27408
ΔE to the lowest compared entry with this formula, charge and spin (kcal/mol): 16.8
Structure (SMILES): [H]/N=C(\CC(N)=O)C(=O)O

The geometry in ORCA input format:
```
! wB97M-V def2-TZVPD RIJCOSX def2/J DEFGRID3
* xyz 0 1
C 0.7447 0.0674 0.7015
C -1.3579 0.9673 -0.4679
C 0.2039 -1.3170 0.4732
C 0.1344 1.0911 -0.2057
N 0.9136 -2.0931 -0.3933
O -2.0695 1.4050 0.5737
N 0.8040 2.0741 -0.7291
O -1.8355 0.5212 -1.4894
O -0.8171 -1.7327 1.0079
H -3.0012 1.2650 0.3062
H 1.6070 -1.7167 -1.0264
H 0.5143 -2.9951 -0.6261
H 1.7878 2.0475 -0.4436
H 1.8334 0.0634 0.5797
H 0.5384 0.3525 1.7391
*
```